The following is a DFT calculation (ωB97M-V with the def2-TZVPD basis set) of a structure of composition C13H36NO12Y.

```
63
Properties=species:S:1:pos:R:3:mulliken_charge:R:1
Y -0.581 3.616 0.646 1.86
O -1.218 -0.562 0.089 -0.53
C -0.974 0.736 0.194 1.54
O 0.120 1.186 0.454 -0.45
O -1.879 1.565 0.256 -0.84
H -2.166 -0.455 -0.015 0.20
C 2.273 -0.094 -4.609 -1.43
C 1.113 -1.029 -4.712 0.35
C -0.133 -0.587 -3.914 0.02
O -1.079 -1.625 -4.090 -0.37
C -2.299 -1.307 -3.467 -0.47
N 0.821 -1.265 -6.099 -0.75
H 3.161 -0.332 -5.194 0.37
H 2.533 0.061 -3.562 0.27
H 1.955 0.885 -4.969 0.34
H 1.411 -1.986 -4.285 0.30
H -0.445 0.386 -4.293 0.44
H 0.263 -0.431 -2.910 -0.21
H -2.997 -0.742 -4.085 0.40
H -2.113 -0.675 -2.599 -0.04
H -2.851 -2.203 -3.185 0.28
H 0.323 -0.447 -6.420 0.30
H 0.046 -1.912 -6.079 0.33
C 3.786 2.045 0.900 0.32
C 4.119 0.953 1.999 -0.17
O 5.475 1.202 2.418 -0.56
O 3.855 3.376 1.438 -0.60
H 2.775 1.809 0.568 -0.44
H 4.421 1.944 0.020 0.39
H 3.960 -0.083 1.699 0.21
H 3.532 1.130 2.900 0.17
H 5.435 1.917 3.057 0.32
H 4.772 3.638 1.330 0.36
C -5.367 -0.954 0.795 -0.55
C -5.167 -2.037 1.816 -0.27
O -5.758 -1.751 3.049 -0.48
O -4.378 -1.007 -0.230 -0.50
H -5.441 0.048 1.217 0.37
H -6.295 -1.030 0.228 0.28
H -4.100 -2.257 1.854 0.21
H -5.638 -2.958 1.472 0.35
H -5.729 -0.807 3.222 0.30
H -4.348 -1.903 -0.572 0.27
C 1.658 -2.178 -0.777 -0.32
C 1.565 -2.565 0.715 -0.53
O 0.816 -1.610 1.446 -0.51
O 2.249 -0.880 -0.898 -0.50
H 0.691 -2.315 -1.261 0.09
H 2.263 -2.917 -1.303 0.50
H 2.608 -2.560 1.029 0.31
H 1.232 -3.572 0.966 0.33
H 0.217 -1.109 0.886 0.35
H 1.580 -0.241 -0.645 0.15
C -0.243 1.842 3.635 -0.18
C 0.303 2.457 4.925 -0.64
O 1.192 3.608 4.869 -0.57
O -1.119 2.694 2.922 -0.38
H -0.798 0.946 3.914 0.34
H 0.593 1.533 3.007 0.20
H 0.907 1.662 5.363 0.37
H -0.459 2.668 5.675 0.44
H 1.477 3.844 5.754 0.34
H -1.922 2.635 3.445 0.31
```

As for the charge: +2. The calculation puts the highest occupied orbital energy at -13.005 eV. For the energy, the calculation gives -1512.113708 Ha. For the largest force on an atom, the calculation gives 6.1 eV/A.

=====

The following is a DFT calculation (ωB97M-V with the def2-TZVPD basis set) of a cluster of 7 separate species, C13H37F2INO7P2 in total.

```
63
Properties=species:S:1:pos:R:3:mulliken_charge:R:1
C 4.900 1.700 -0.746 -0.76
C 3.635 1.795 -1.076 -0.13
C 2.108 1.856 -1.484 -0.64
P 0.824 0.969 -0.358 1.61
F -0.103 0.637 -1.824 -0.68
C -0.586 0.130 0.625 -1.99
N -1.831 -0.207 -0.208 0.06
C -2.670 -1.076 0.727 -0.31
C -0.157 2.641 -0.277 -0.72
C -1.048 2.971 -1.572 0.03
O -2.333 2.958 -1.465 -0.58
I -0.347 3.553 -3.557 -0.06
C 1.748 1.276 1.268 0.84
F 2.227 2.669 1.494 -0.44
C 2.881 0.273 1.781 -0.69
C 2.323 -0.979 2.685 -0.86
P 1.715 -1.043 -0.712 0.32
C 0.344 -2.330 -1.156 -0.86
C 2.793 -1.157 -2.261 -0.25
C 3.030 -2.706 -2.776 -0.98
H 6.046 1.818 -0.645 0.33
H 1.900 2.997 -1.625 0.42
H 1.915 1.450 -2.561 0.35
H -1.037 0.721 1.503 0.33
H -0.135 -0.827 1.123 0.22
H -2.363 0.695 -0.177 0.23
H -2.852 -0.494 1.725 0.11
H -2.151 -2.052 1.025 0.22
H -3.741 -1.230 0.278 0.06
H 0.501 3.564 -0.094 0.45
H -0.918 2.670 0.607 0.13
H 0.950 1.196 2.122 0.10
H 3.466 0.895 2.588 0.41
H 3.699 -0.029 1.044 0.09
H 1.788 -0.604 3.626 0.29
H 3.238 -1.619 3.021 0.39
H 1.641 -1.686 2.097 0.07
H -0.170 -2.018 -2.165 0.22
H -0.421 -2.469 -0.305 0.13
H 0.778 -3.382 -1.349 0.42
H 2.404 -0.600 -3.189 0.29
H 3.866 -0.827 -1.948 0.17
H 2.232 -2.905 -3.576 0.24
H 2.946 -3.457 -1.888 0.23
H 4.117 -2.737 -3.195 0.37
O -2.282 1.388 3.140 -0.56
H -1.833 2.119 3.586 0.24
H -3.201 1.466 3.428 0.25
O -4.633 -2.965 -0.664 -0.57
H -5.340 -2.559 -1.187 0.30
H -4.595 -3.874 -0.988 0.27
O -2.241 -2.344 -2.763 -0.69
H -2.194 -1.900 -1.901 0.34
H -3.162 -2.234 -3.033 0.27
O 0.726 -2.556 4.781 -0.63
H 0.765 -2.104 5.634 0.30
H -0.194 -2.457 4.506 0.31
O 0.992 6.211 0.906 -0.66
H 1.637 6.616 0.312 0.31
H 1.452 5.436 1.257 0.33
O -7.341 -1.261 -1.566 -0.62
H -7.293 -0.815 -0.710 0.31
H -8.263 -1.153 -1.834 0.30
```

As for the charge: -1. The calculation puts the highest occupied orbital energy at -3.477 eV. For the energy, the calculation gives -2278.849614 Ha. For the largest force on an atom, the calculation gives 6.3 eV/A.

=====

The following is a DFT calculation (ωB97M-V with the def2-TZVPD basis set) of a structure of composition C13H38BF4O8Sn.

```
65
Properties=species:S:1:pos:R:3:mulliken_charge:R:1
Sn -3.502 -0.544 -2.071 1.59
B -0.738 0.133 -0.556 1.22
F -0.127 1.059 0.271 -0.35
F -1.036 0.675 -1.808 -0.41
F 0.135 -0.957 -0.619 -0.43
F -1.934 -0.334 0.054 -0.54
O 0.015 -2.573 1.680 -0.73
H 0.388 -1.886 1.107 0.10
H -0.042 -2.164 2.553 0.28
C -2.762 -4.453 0.525 -0.34
C -1.793 -5.545 0.930 -0.45
O -1.023 -5.093 2.036 -0.54
O -2.105 -3.302 0.018 -0.34
H -3.287 -4.183 1.449 0.28
H -3.533 -4.737 -0.192 0.34
H -1.143 -5.824 0.094 0.20
H -2.268 -6.426 1.356 0.37
H -0.592 -4.242 1.829 0.42
H -1.387 -2.973 0.584 0.36
C -0.251 -1.613 -3.895 0.17
C 0.518 -2.625 -3.068 0.05
O 0.222 -3.961 -3.450 -0.56
O -1.678 -1.955 -3.883 -0.58
H -0.012 -1.636 -4.964 0.36
H -0.112 -0.582 -3.578 -0.20
H 0.169 -2.426 -2.051 -0.17
H 1.593 -2.462 -3.075 0.40
H -0.586 -4.174 -2.972 0.34
H -1.661 -2.787 -4.380 0.33
C 3.709 0.885 0.880 -1.19
C 3.076 1.424 2.130 0.67
C 1.831 0.615 2.515 -0.46
O 4.059 1.442 3.169 -0.58
H 4.515 1.505 0.477 0.37
H 2.989 0.906 0.052 0.05
H 4.067 -0.145 0.868 0.36
H 2.776 2.470 2.000 0.16
H 2.060 -0.270 3.113 0.53
H 1.283 0.254 1.652 -0.43
H 1.161 1.289 3.050 0.23
H 3.623 1.735 3.976 0.33
C 1.842 3.313 -1.737 -1.25
C 1.562 2.231 -2.777 1.85
C 0.548 2.574 -3.860 -1.38
O 2.833 1.973 -3.398 -0.56
H 2.164 4.291 -2.110 0.40
H 2.479 3.010 -0.914 0.21
H 0.849 3.626 -1.372 0.24
H 1.246 1.378 -2.173 -0.96
H -0.362 3.009 -3.443 0.24
H 0.278 1.689 -4.440 0.29
H 0.995 3.271 -4.571 0.47
H 3.001 2.718 -3.984 0.37
C -2.708 3.202 2.134 -1.23
C -1.583 2.601 2.992 0.83
C -1.839 2.789 4.483 -1.48
O -1.515 1.218 2.735 -0.53
H -3.621 2.628 2.276 0.29
H -2.429 3.061 1.080 0.17
H -2.698 4.285 2.258 0.43
H -0.671 3.194 2.821 0.24
H -2.815 2.324 4.660 0.33
H -1.957 3.848 4.698 0.39
H -1.051 2.224 4.975 0.38
H -1.165 1.021 1.858 0.08
```

As for the charge: +1. The calculation puts the highest occupied orbital energy at -11.743 eV. For the energy, the calculation gives -1758.468457 Ha. For the largest force on an atom, the calculation gives 3.3 eV/A. The energy relative to the best compared isomer or geometry (same formula, charge and spin) comes out at 0.0 kJ/mol.

=====

> What is the formula in the second record?

C13H37F2INO7P2

=====

> Number 3 is which compound?

C13H38BF4O8Sn

=====

Repeat the first record exactly.
The following is a DFT calculation (ωB97M-V with the def2-TZVPD basis set) of a structure of composition C13H36NO12Y.

```
63
Properties=species:S:1:pos:R:3:mulliken_charge:R:1
Y -0.581 3.616 0.646 1.86
O -1.218 -0.562 0.089 -0.53
C -0.974 0.736 0.194 1.54
O 0.120 1.186 0.454 -0.45
O -1.879 1.565 0.256 -0.84
H -2.166 -0.455 -0.015 0.20
C 2.273 -0.094 -4.609 -1.43
C 1.113 -1.029 -4.712 0.35
C -0.133 -0.587 -3.914 0.02
O -1.079 -1.625 -4.090 -0.37
C -2.299 -1.307 -3.467 -0.47
N 0.821 -1.265 -6.099 -0.75
H 3.161 -0.332 -5.194 0.37
H 2.533 0.061 -3.562 0.27
H 1.955 0.885 -4.969 0.34
H 1.411 -1.986 -4.285 0.30
H -0.445 0.386 -4.293 0.44
H 0.263 -0.431 -2.910 -0.21
H -2.997 -0.742 -4.085 0.40
H -2.113 -0.675 -2.599 -0.04
H -2.851 -2.203 -3.185 0.28
H 0.323 -0.447 -6.420 0.30
H 0.046 -1.912 -6.079 0.33
C 3.786 2.045 0.900 0.32
C 4.119 0.953 1.999 -0.17
O 5.475 1.202 2.418 -0.56
O 3.855 3.376 1.438 -0.60
H 2.775 1.809 0.568 -0.44
H 4.421 1.944 0.020 0.39
H 3.960 -0.083 1.699 0.21
H 3.532 1.130 2.900 0.17
H 5.435 1.917 3.057 0.32
H 4.772 3.638 1.330 0.36
C -5.367 -0.954 0.795 -0.55
C -5.167 -2.037 1.816 -0.27
O -5.758 -1.751 3.049 -0.48
O -4.378 -1.007 -0.230 -0.50
H -5.441 0.048 1.217 0.37
H -6.295 -1.030 0.228 0.28
H -4.100 -2.257 1.854 0.21
H -5.638 -2.958 1.472 0.35
H -5.729 -0.807 3.222 0.30
H -4.348 -1.903 -0.572 0.27
C 1.658 -2.178 -0.777 -0.32
C 1.565 -2.565 0.715 -0.53
O 0.816 -1.610 1.446 -0.51
O 2.249 -0.880 -0.898 -0.50
H 0.691 -2.315 -1.261 0.09
H 2.263 -2.917 -1.303 0.50
H 2.608 -2.560 1.029 0.31
H 1.232 -3.572 0.966 0.33
H 0.217 -1.109 0.886 0.35
H 1.580 -0.241 -0.645 0.15
C -0.243 1.842 3.635 -0.18
C 0.303 2.457 4.925 -0.64
O 1.192 3.608 4.869 -0.57
O -1.119 2.694 2.922 -0.38
H -0.798 0.946 3.914 0.34
H 0.593 1.533 3.007 0.20
H 0.907 1.662 5.363 0.37
H -0.459 2.668 5.675 0.44
H 1.477 3.844 5.754 0.34
H -1.922 2.635 3.445 0.31
```

As for the charge: +2. The calculation puts the highest occupied orbital energy at -13.005 eV. For the energy, the calculation gives -1512.113708 Ha. For the largest force on an atom, the calculation gives 6.1 eV/A.

=====

> Which formula does entry 3 have?

C13H38BF4O8Sn